[1]
Here is C8H26BMnNO4 as an isolated structure at a distorted geometry from the OMol25 dataset. Energies are from ωB97M-V with the def2-TZVPD basis set.

The geometry in XYZ format:
```
41
Properties=species:S:1:pos:R:3:forces:R:3:lowdin_charge:R:1
Mn 0.22602 -0.40954 -0.05988 0.57 -0.39 -0.10 0.839
C -3.16255 1.73600 -1.88672 -1.68 -0.38 2.05 -0.053
C -2.14319 0.62370 -2.13489 1.11 1.79 -0.01 -0.223
O -1.67809 0.05548 -0.89979 -1.05 0.89 -1.80 -0.033
H -3.97293 1.19915 -1.39359 -0.58 0.46 -0.10 0.082
H -3.57472 2.46313 -2.58636 0.30 -1.14 -1.35 0.096
H -2.90004 2.51054 -1.16611 1.03 -0.55 0.60 0.083
H -1.35973 1.11500 -2.71189 0.77 -0.69 0.10 0.102
H -2.51116 -0.22514 -2.71124 -0.39 -0.21 0.03 0.157
B 0.83872 -2.49076 -0.27398 0.45 -1.01 -0.43 -0.356
H -0.22779 -2.33666 -0.32911 -4.70 0.46 -0.71 -0.027
H 1.12380 -2.00611 0.64694 1.59 1.73 3.82 -0.051
H 1.03482 -3.54905 -0.19789 0.58 -3.52 0.31 0.000
H 1.38584 -2.05927 -1.09783 1.82 1.54 -3.05 -0.028
C -1.63880 -0.62065 2.76881 -2.39 1.96 1.76 -0.223
C -3.04005 -1.08172 2.34454 1.95 -0.79 -0.20 -0.220
O -3.48446 -0.38803 1.21495 -0.90 0.54 0.41 -0.041
O -0.64662 -0.80514 1.82519 0.40 -1.27 0.06 -0.138
H -1.36713 -1.07972 3.71936 0.10 -0.16 0.01 0.137
H -1.70657 0.45240 2.94796 0.03 0.17 0.10 0.131
H -3.68460 -1.02108 3.22146 -0.37 0.41 -0.42 0.135
H -2.90488 -2.13884 2.11582 -0.40 -0.44 -0.08 0.125
H -2.86126 -0.44959 0.48735 0.11 -0.25 0.12 0.030
H -0.41569 -1.71893 2.00757 0.75 -0.51 -0.76 0.109
C 3.12303 -0.12855 1.17921 1.67 0.39 -1.68 -0.020
C 2.54555 1.23175 0.68770 0.21 -0.45 0.06 -0.356
C 2.53278 1.48929 -0.81277 -0.12 -2.89 -1.24 -0.058
O 1.81970 0.23843 -1.29854 0.02 1.57 -0.23 -0.346
C 1.70168 0.10955 -2.71920 1.29 0.17 -0.26 -0.058
N 1.11371 1.23602 1.03920 0.50 1.76 1.12 0.008
H 3.09697 -0.89137 0.40106 -0.90 -0.12 0.17 0.075
H 2.77889 -0.51938 2.13677 -0.25 0.37 -0.15 0.098
H 4.20939 -0.04277 1.20334 0.17 0.39 0.64 0.090
H 3.08269 2.04600 1.17409 -0.08 0.12 0.11 0.148
H 3.51442 1.48624 -1.28656 0.13 -0.05 0.18 0.138
H 1.96624 2.31172 -1.24949 -0.05 0.41 0.77 0.135
H 2.72244 0.24699 -3.07592 -0.07 -0.09 -0.54 0.103
H 1.06773 0.84991 -3.20712 -0.18 0.22 0.33 0.088
H 1.37614 -0.89136 -3.00260 -0.05 0.02 0.44 0.101
H 0.89292 2.21564 0.93105 -0.91 0.39 -0.62 0.111
H 1.12680 1.23673 2.04911 -0.48 -0.85 0.54 0.110
```
Forces are in eV/Å.

## Properties
<S²>   12.007
Net charge   +1
HOMO-LUMO gap (spin up / spin down)   9.878 / 6.120 eV
Multiplicity   7

---

[2]
Here is a 2-piece molecular cluster, C2H3N3OS overall at a distorted geometry from the OMol25 dataset. Energies are from ωB97M-V with the def2-TZVPD basis set.

The geometry in XYZ format:
```
10
Properties=species:S:1:pos:R:3:forces:R:3:lowdin_charge:R:1
C 0.88712 1.49057 1.49455 0.17 1.86 0.24 -0.469
C -0.35145 0.47698 -0.11317 -0.27 -0.14 1.05 -0.551
N 0.81637 0.22971 1.64620 1.37 -0.17 1.82 -0.084
N 0.09897 -0.41607 0.71108 -0.70 0.76 -1.47 -0.059
N -0.70668 -1.64861 -1.72495 -0.10 -0.03 1.92 0.002
O -1.02958 -0.39103 -1.73024 -1.76 -2.28 -2.45 -0.173
S -0.02987 2.09885 0.09845 0.91 -0.21 0.96 0.995
H 1.42382 2.17683 2.16217 -0.25 -0.55 -0.29 0.073
H 0.26539 -1.72132 -1.38406 -0.40 -0.52 -0.09 0.099
H -1.37408 -2.29591 -1.16004 1.01 1.28 -1.68 0.167
```
Forces are in eV/Å.

## Properties
<S²>   2.013
HOMO-LUMO gap (spin up / spin down)   8.131 / 8.028 eV
Multiplicity   3
Energy above the lowest of the compared OMol25 structures with the same formula, charge and spin   56.9 kcal per mole

---

[3]
Here is a 4-piece molecular cluster, C36H36NO19P2S overall at a distorted geometry from the OMol25 dataset. Energies are from ωB97M-V with the def2-TZVPD basis set.

The geometry in XYZ format:
```
95
Properties=species:S:1:pos:R:3:forces:R:3:lowdin_charge:R:1
C 2.59036 1.50200 -0.07276 0.43 -0.67 -0.55 -0.171
P 0.97810 1.07048 -1.01229 -0.60 2.35 1.34 0.657
C 1.30549 2.62131 -2.07650 -0.04 -0.17 -1.27 -0.271
C 1.94770 2.33190 -3.45925 -0.82 1.34 0.35 -0.152
C 0.99504 1.75588 -4.48053 0.78 -1.25 -0.96 -0.505
O 1.37843 1.24567 -5.51778 -0.41 0.31 0.80 0.066
O -0.34261 1.81936 -4.19503 0.44 0.28 0.58 0.063
C -0.25661 2.04310 0.12156 1.89 -0.77 -0.85 -0.309
C -0.01366 2.11740 1.48351 -0.29 0.36 0.82 -0.080
C -0.90170 2.80769 2.26982 -0.18 0.26 0.68 -0.094
C -2.00123 3.39789 1.67622 -0.01 0.09 0.37 -0.107
C -2.14970 3.23326 0.32708 -0.82 0.30 -0.86 -0.177
N -1.31732 2.57252 -0.47305 0.03 0.10 0.50 0.079
O 0.79326 -0.24988 0.17273 -0.57 -1.01 -0.95 -0.275
C 0.90665 -1.49558 -0.44839 0.16 0.22 -0.53 -0.367
C -0.21250 -2.41778 0.00267 -0.21 0.03 -0.43 -0.134
O -0.22956 -2.64521 1.41419 0.09 0.12 0.04 -0.049
C 0.99889 -3.00464 1.93636 -1.28 0.34 -0.70 -0.302
C 1.63876 -4.12733 1.47532 -0.06 -0.33 -0.26 -0.022
C 2.87378 -4.43151 1.99817 -0.28 -0.65 -0.53 -0.087
C 3.41113 -3.61188 2.95429 1.71 -0.52 0.68 -0.116
C 2.77213 -2.49247 3.41361 -0.21 0.46 0.08 -0.089
C 1.53778 -2.18495 2.89170 -0.25 0.58 0.35 0.000
C 0.95561 -1.22633 -2.00405 0.45 -1.61 0.12 -0.465
P 1.85614 -2.61123 -2.86438 1.50 0.64 0.50 0.256
O 1.23234 -4.00012 -2.30633 -0.75 0.28 -0.32 -0.228
O 1.47150 -2.55589 -4.44200 -0.43 -0.17 0.46 -0.223
S 3.75778 -2.55627 -2.57897 0.04 -0.21 -0.31 0.283
O 1.73292 -0.09268 -2.12343 -0.15 -0.19 -0.22 -0.308
H 3.39018 1.58401 -0.82260 -0.09 0.01 0.09 0.034
H 2.55910 2.45551 0.45948 -0.22 -0.08 -0.01 0.032
H 2.87005 0.68586 0.59749 0.02 0.21 0.10 0.033
H -0.22541 0.72084 -1.72489 -0.05 -0.03 0.08 0.052
H 0.39589 3.19471 -2.28384 -0.11 -0.32 0.20 0.066
H 1.97548 3.32912 -1.57983 -0.02 -0.27 0.29 0.069
H 2.22450 3.31380 -3.87932 0.10 -0.16 -0.09 0.117
H 2.86881 1.75458 -3.41356 -0.24 -0.28 -0.16 0.113
H -0.73085 0.95192 -4.34888 -0.03 0.05 -0.40 0.108
H 0.83302 1.66156 1.97593 0.16 -0.19 -0.42 0.097
H -0.76477 2.90871 3.34368 0.12 -0.09 -0.04 0.096
H -2.73331 3.97510 2.22119 0.04 -0.05 0.12 0.075
H -3.02133 3.67525 -0.13866 0.11 -0.09 -0.20 0.076
H 1.92123 -1.89653 -0.28430 -0.22 -0.24 0.44 0.126
H -0.21350 -3.37474 -0.53216 0.18 0.09 0.05 0.101
H -1.14612 -1.90633 -0.25021 -0.02 -0.05 0.29 0.138
H 1.17067 -4.72453 0.70342 0.07 -0.04 0.01 0.118
H 3.37996 -5.31600 1.62996 0.20 0.08 0.16 0.103
H 4.38683 -3.85840 3.36613 -0.03 0.02 -0.07 0.098
H 3.22547 -1.84316 4.14405 0.06 -0.06 0.04 0.082
H 0.97516 -1.30315 3.17282 0.10 0.02 0.00 0.127
H -0.01713 -1.21469 -2.52913 -0.19 0.47 0.36 0.111
H 1.80443 -4.73827 -2.55097 0.17 0.09 0.06 0.066
H 0.51114 -2.63073 -4.55572 0.03 0.09 -0.12 0.062
C 4.02145 -1.25047 7.78019 -0.10 -0.02 -0.13 0.083
C 4.33694 -1.11981 9.07385 0.30 -0.02 -0.37 -0.239
C 3.28405 -1.05616 10.14138 -0.52 0.00 0.08 -0.320
O 3.64103 -0.95559 11.30171 0.30 0.01 -0.05 0.099
C 1.88904 -1.11365 9.73632 0.15 0.01 0.16 0.071
C 1.57044 -1.24127 8.44090 -0.36 0.02 0.37 -0.234
C 2.62420 -1.33129 7.37536 0.48 0.01 -0.11 -0.298
O 2.26780 -1.46421 6.22231 -0.31 0.11 0.23 0.115
O 0.31202 -1.29686 8.01792 0.31 -0.03 -0.26 0.120
O 5.59829 -1.03930 9.49853 -0.25 0.01 0.25 0.108
H 4.77141 -1.29943 7.00318 0.01 0.00 0.01 0.138
H 1.13979 -1.04994 10.51258 -0.02 -0.01 -0.02 0.134
H 0.35884 -1.39146 7.04602 -0.06 -0.02 -0.03 0.126
H 5.54534 -0.95267 10.46882 0.02 0.00 0.03 0.116
C -7.65855 6.41781 1.52106 -0.17 -0.03 0.12 0.070
C -6.45434 6.11394 1.01839 -0.26 0.41 -0.14 -0.232
C -5.70596 4.88686 1.45212 -0.01 -0.43 0.31 -0.291
O -4.62665 4.65827 0.94475 -0.37 0.49 -0.08 0.095
C -6.31112 4.03285 2.46522 0.13 0.00 -0.08 0.087
C -7.51243 4.34004 2.96829 0.28 -0.37 0.12 -0.238
C -8.27210 5.55221 2.51548 0.01 0.41 -0.31 -0.320
O -9.36909 5.76413 3.00121 0.00 -0.22 0.19 0.098
O -8.11099 3.59478 3.89829 -0.17 0.29 -0.12 0.109
O -5.84789 6.87111 0.10953 0.17 -0.32 0.13 0.119
H -8.20807 7.29686 1.21543 0.02 0.00 -0.02 0.133
H -5.75478 3.16115 2.78140 -0.01 -0.01 -0.01 0.141
H -8.96145 4.03538 4.08288 -0.03 -0.01 0.02 0.116
H -4.99812 6.42824 -0.08368 0.03 0.02 -0.05 0.126
C -0.38424 -3.05279 -10.41072 -0.17 -0.01 0.06 0.070
C 0.95004 -3.09921 -10.31268 -0.26 0.03 -0.41 -0.237
C 1.64425 -3.12041 -8.98113 -0.10 0.06 0.53 -0.305
O 2.85743 -3.18268 -8.96506 0.05 -0.04 -0.34 0.122
C 0.82313 -3.06164 -7.77973 0.26 -0.07 0.04 0.089
C -0.50849 -3.01184 -7.87947 0.25 0.02 0.36 -0.230
C -1.20313 -3.01735 -9.20709 0.05 0.03 -0.44 -0.317
O -2.42036 -2.98930 -9.22867 -0.04 0.00 0.26 0.101
O -1.30098 -2.95470 -6.80443 -0.14 -0.03 -0.31 0.105
O 1.74562 -3.13097 -11.38032 0.16 -0.02 0.29 0.108
H -0.89453 -3.03933 -11.36342 0.02 0.00 -0.01 0.133
H 1.33129 -3.06026 -6.82379 0.03 0.05 -0.02 0.120
H -2.21360 -2.92756 -7.14715 -0.03 0.02 0.04 0.117
H 2.65605 -3.16268 -11.02837 0.03 0.01 0.00 0.119
```
Forces are in eV/Å.

## Properties
Net charge   -1
HOMO-LUMO gap   4.762 eV

---

[4]
Here is a 2-piece molecular cluster, C2H3ClN2 overall at a distorted geometry from the OMol25 dataset. Energies are from ωB97M-V with the def2-TZVPD basis set.

The geometry in XYZ format:
```
8
Properties=species:S:1:pos:R:3:forces:R:3:lowdin_charge:R:1
H -1.07677 1.70512 -1.86619 0.56 3.00 -2.84 0.014
N -1.13354 0.99551 -1.24924 -1.52 -3.15 1.92 0.152
C -0.08907 0.73938 -0.60857 -1.66 0.40 1.42 -0.239
C 1.07059 1.53421 -0.74642 1.62 -0.35 -0.40 -0.199
N 2.08414 1.99398 -1.02419 0.12 0.48 0.16 0.170
H -0.24576 0.07589 0.24255 0.91 -0.33 -0.36 0.042
Cl -0.11646 -2.17373 1.78935 -0.77 1.86 0.84 0.225
H -0.59962 -1.00848 2.30971 0.74 -1.91 -0.74 -0.165
```
Forces are in eV/Å.

## Properties
Structure (SMILES)   [H]/N=C\C#N.Cl
HOMO-LUMO gap   11.033 eV
Energy above the lowest of the compared OMol25 structures with the same formula, charge and spin   42.1 kcal per mole

---

[5]
Here is C6H12ErN2OP as an isolated structure at a distorted geometry from the OMol25 dataset. Energies are from ωB97M-V with the def2-TZVPD basis set.

The geometry in XYZ format:
```
23
Properties=species:S:1:pos:R:3:forces:R:3:lowdin_charge:R:1
C -0.48231 1.28935 -1.05901 -1.94 0.18 2.19 -0.238
C -1.15419 1.01912 -2.26592 -0.36 -0.19 0.36 -0.224
C -2.55515 0.94770 -2.01956 0.42 0.10 0.38 -0.198
C -2.79819 1.20038 -0.63913 0.47 -0.17 -0.19 -0.217
C -1.57148 1.41007 0.01958 2.08 -0.26 -2.11 -0.227
Er 1.44054 1.04035 2.00807 -1.12 0.72 0.63 0.736
P 3.30525 1.41860 0.34649 2.02 0.90 -0.76 0.580
H 0.58812 1.48530 -0.91414 -0.55 -0.07 -0.21 -0.023
H -0.67321 0.89664 -3.23713 -0.16 0.04 0.26 0.068
H -3.31938 0.75764 -2.77150 0.19 0.05 0.20 0.064
H -1.40447 1.69602 1.06758 -0.21 -0.07 -0.42 0.003
H -3.77853 1.23587 -0.16306 0.26 -0.03 -0.16 0.069
H 3.57870 0.89361 1.79157 0.42 -0.16 -0.45 -0.212
H 4.10533 2.62752 0.41278 -0.44 -0.61 -0.15 -0.105
H 4.22325 0.60867 -0.41074 -0.42 0.26 0.56 -0.101
N -0.58005 -1.98303 0.04194 0.33 -0.47 0.47 0.241
C 0.21605 -1.91750 1.10297 0.05 1.72 -0.16 -0.554
N 0.55699 -3.01243 1.78509 0.09 -0.44 0.21 0.192
O 0.69412 -0.77527 1.50115 -1.08 -2.66 -0.45 -0.340
H -0.94622 -2.88493 -0.24554 0.05 0.54 -0.04 0.134
H -0.82406 -1.12692 -0.45895 -0.05 0.37 -0.02 0.097
H 1.16878 -2.89840 2.58713 -0.29 -0.13 -0.37 0.127
H 0.21011 -3.92834 1.52033 0.23 0.40 0.23 0.128
```
Forces are in eV/Å.

## Properties
<S²>   4.057
HOMO-LUMO gap (spin up / spin down)   4.767 / 5.160 eV
Multiplicity   4

---

[6]
Here is a 2-piece molecular cluster, C3H6N4O overall at a distorted geometry from the OMol25 dataset. Energies are from ωB97M-V with the def2-TZVPD basis set.

The geometry in XYZ format:
```
14
Properties=species:S:1:pos:R:3:forces:R:3:lowdin_charge:R:1
C -1.18527 0.06765 0.44098 -0.91 0.39 1.21 -0.544
C -0.05457 0.77152 1.13279 -2.27 4.18 -1.01 -0.091
C 1.36562 0.29145 -0.52200 6.72 -0.36 -2.13 -0.623
H -3.04386 -0.38318 0.47925 1.94 1.33 1.83 0.120
H 0.15731 0.18393 1.97516 1.16 -0.50 1.28 0.118
H -0.58259 1.78461 1.39305 1.30 -2.06 0.25 0.173
H 2.91252 -0.42333 -1.68766 -1.17 1.85 1.87 0.072
H 0.52826 -0.61895 -1.92392 0.71 -1.52 3.53 0.214
H -1.04488 -1.99647 -0.21809 -0.50 4.74 -1.96 0.294
N -2.26519 0.16978 1.07225 -3.23 -1.48 -2.01 0.120
N 2.64535 0.36194 -0.96272 -3.08 -1.94 -0.74 0.087
N 0.50606 -0.73772 -0.77016 -0.58 -1.06 -7.69 -0.021
N -0.96788 -0.66550 -0.71810 1.29 -4.86 3.05 0.037
O 1.02913 1.19428 0.30917 -1.39 1.29 2.51 0.042
```
Forces are in eV/Å.

## Properties
HOMO-LUMO gap   8.468 eV
Energy above the lowest of the compared OMol25 structures with the same formula, charge and spin   142.9 kcal per mole

---

no.,energy (eV)
1,-50383.039
2,-19468.415
3,-107722.171
4,-17623.581
5,-48348.614
6,-11210.579